Entry 1:
The following is a DFT calculation (wB97M-V/def2-TZVPD) of one molecule with the formula C4H8O2.

Its energy above the lowest of the compared OMol25 structures with the same formula, charge and spin is 188.01 kJ/mol. The HOMO energy is -10.294 eV. As for the HOMO-LUMO gap: 11.35 eV. As for the total charge: 0. The electronic energy is -307.64082 hartree.

Geometry as XYZ:
```
14
Properties=species:S:1:pos:R:3:nbo_charge:R:1
C 1.84 0.36 -0.13 -0.64
C 0.90 -0.66 0.46 0.07
O 0.00 -0.23 1.47 -0.50
C -0.55 -0.69 0.23 0.02
C -1.30 0.33 -0.58 -0.09
O -2.67 0.36 -0.21 -0.71
H 1.33 1.29 -0.39 0.21
H 2.31 -0.04 -1.04 0.22
H 2.64 0.59 0.58 0.22
H 1.37 -1.62 0.68 0.18
H -1.06 -1.65 0.31 0.19
H -1.28 0.06 -1.64 0.19
H -0.83 1.31 -0.47 0.17
H -2.70 0.59 0.73 0.47
```

Entry 2:
The following is a DFT calculation (wB97M-V/def2-TZVPD) of a 2-piece molecular cluster, C4H8O2 overall.

Its energy above the lowest of the compared OMol25 structures with the same formula, charge and spin is 191.22 kJ/mol. The HOMO energy is -9.048 eV. As for the HOMO-LUMO gap: 9.75 eV. As for the total charge: 0. The electronic energy is -307.63960 hartree.

Geometry as XYZ:
```
14
Properties=species:S:1:pos:R:3:nbo_charge:R:1
C -1.73 -0.96 0.44 -0.50
C -1.33 -0.31 1.52 0.12
O -0.70 0.91 1.41 -0.70
H -2.30 -1.88 0.50 0.21
H -1.50 -0.55 -0.55 0.23
H -1.52 -0.67 2.54 0.17
H -0.23 1.12 2.21 0.48
C 1.76 -0.06 -0.85 -0.73
C 0.77 0.82 -1.56 0.46
O -0.23 0.42 -2.12 -0.53
H 2.76 0.10 -1.27 0.23
H 1.47 -1.11 -0.92 0.23
H 1.78 0.25 0.20 0.24
H 1.01 1.90 -1.55 0.10
```

Entry 3:
The following is a DFT calculation (wB97M-V/def2-TZVPD) of one molecule with the formula C4H8O2 at a distorted geometry.

Its energy above the lowest of the compared OMol25 structures with the same formula, charge and spin is 122.84 kJ/mol. The HOMO energy is -10.350 eV. As for the HOMO-LUMO gap: 11.30 eV. As for the total charge: 0. The electronic energy is -307.66564 hartree.

Geometry as XYZ:
```
14
Properties=species:S:1:pos:R:3:nbo_charge:R:1
O 0.33 1.98 -0.05 -0.71
C -0.49 0.99 -0.61 0.36
C 0.45 -0.24 -0.95 -0.47
C 0.31 -1.12 0.31 -0.44
C -0.63 -0.31 1.21 -0.08
O -1.40 0.48 0.31 -0.51
H 1.15 1.54 -0.29 0.47
H -1.08 1.41 -1.43 0.17
H 1.52 -0.03 -1.16 0.20
H 0.09 -0.72 -1.86 0.22
H 1.26 -1.33 0.81 0.21
H -0.14 -2.08 0.05 0.21
H -1.32 -0.92 1.79 0.20
H -0.07 0.35 1.88 0.18
```

Entry 4:
The following is a DFT calculation (wB97M-V/def2-TZVPD) of a 2-piece molecular cluster, C4H8O2 overall.

Its energy above the lowest of the compared OMol25 structures with the same formula, charge and spin is 338.11 kJ/mol. The HOMO energy is -9.039 eV. As for the HOMO-LUMO gap: 8.39 eV. As for the total charge: 0. The electronic energy is -307.58365 hartree.

Geometry as XYZ:
```
14
Properties=species:S:1:pos:R:3:nbo_charge:R:1
C 1.45 -1.53 -0.19 -0.86
C 0.35 1.27 1.01 0.19
O 1.15 2.11 0.46 -0.61
C -0.78 1.02 -0.09 0.46
O -0.72 1.65 -1.13 -0.55
C -1.84 0.02 0.23 -0.73
H 0.89 -2.47 -0.10 0.21
H 2.51 -1.74 -0.28 0.22
H 1.11 -0.99 -1.08 0.21
H 1.28 -0.92 0.70 0.22
H 0.82 2.34 -0.46 0.48
H -1.43 -0.98 0.02 0.26
H -2.73 0.17 -0.39 0.24
H -2.08 0.05 1.29 0.25
```

Entry 5:
The following is a DFT calculation (wB97M-V/def2-TZVPD) of C4H8O2 as an isolated structure.

Its energy above the lowest of the compared OMol25 structures with the same formula, charge and spin is 581.69 kJ/mol. The HOMO energy is -7.954 eV. As for the HOMO-LUMO gap: 8.63 eV. As for the total charge: 0. The electronic energy is -307.49088 hartree.

Geometry as XYZ:
```
14
Properties=species:S:1:pos:R:3:nbo_charge:R:1
C 1.42 -0.56 -0.84 -0.25
O 0.43 0.07 -0.01 -0.46
C -0.87 -0.39 -0.25 -0.03
C 0.76 -0.46 1.68 -0.48
C -1.84 0.51 -0.31 0.13
O -1.68 1.85 -0.28 -0.66
H 1.05 -0.60 -1.87 0.20
H 1.60 -1.56 -0.44 0.22
H 2.33 0.04 -0.78 0.21
H -0.99 -1.47 -0.21 0.22
H 1.55 0.29 1.86 0.11
H -0.14 0.05 2.08 0.12
H -2.88 0.21 -0.37 0.20
H -0.73 2.03 -0.24 0.49
```

Entry 6:
The following is a DFT calculation (wB97M-V/def2-TZVPD) of a 2-piece molecular cluster, C4H8O2 overall at a distorted geometry.

Its energy above the lowest of the compared OMol25 structures with the same formula, charge and spin is 250.45 kJ/mol. The HOMO energy is -8.978 eV. As for the HOMO-LUMO gap: 9.91 eV. As for the total charge: 0. The electronic energy is -307.61704 hartree.

Geometry as XYZ:
```
14
Properties=species:S:1:pos:R:3:nbo_charge:R:1
C 0.25 1.77 0.89 -0.59
C -0.89 1.35 1.45 0.18
O -1.05 0.09 1.96 -0.68
H 0.41 2.57 0.19 0.22
H 1.13 1.38 1.39 0.20
H -1.87 1.79 1.27 0.17
H -0.28 -0.41 1.63 0.50
C 0.88 -1.02 -1.63 -0.74
C -0.38 -1.52 -0.90 0.46
O -0.26 -1.97 0.21 -0.56
H 1.60 -1.81 -1.47 0.25
H 1.22 -0.17 -1.02 0.25
H 0.61 -0.53 -2.57 0.23
H -1.37 -1.53 -1.40 0.12
```

Entry 7:
The following is a DFT calculation (wB97M-V/def2-TZVPD) of one molecule with the formula C4H8O2.

Its energy above the lowest of the compared OMol25 structures with the same formula, charge and spin is 344.57 kJ/mol. The HOMO energy is -8.780 eV. As for the HOMO-LUMO gap: 9.44 eV. As for the total charge: 0. The electronic energy is -307.58119 hartree.

Geometry as XYZ:
```
14
Properties=species:S:1:pos:R:3:nbo_charge:R:1
O -0.53 -1.56 0.96 -0.69
C -1.62 -0.98 0.49 0.27
C -1.31 0.36 -0.11 -0.60
C 0.08 0.98 -0.45 -0.44
C 1.33 0.10 -0.50 -0.06
O 1.88 -0.20 0.77 -0.73
H -0.81 -2.41 1.34 0.51
H 1.15 -0.82 -1.08 0.16
H -1.96 0.38 -1.00 0.25
H -1.85 1.02 0.58 0.26
H -0.03 1.45 -1.43 0.21
H 0.30 1.79 0.25 0.22
H 2.11 0.67 -1.02 0.18
H 1.24 -0.79 1.19 0.48
```

Entry 8:
The following is a DFT calculation (wB97M-V/def2-TZVPD) of a 2-piece molecular cluster, C4H8O2 overall at a distorted geometry.

Its energy above the lowest of the compared OMol25 structures with the same formula, charge and spin is 421.18 kJ/mol. The HOMO energy is -9.683 eV. As for the HOMO-LUMO gap: 9.71 eV. As for the total charge: 0. The electronic energy is -307.55201 hartree.

Geometry as XYZ:
```
14
Properties=species:S:1:pos:R:3:nbo_charge:R:1
O 1.93 0.56 0.46 -0.71
C 1.43 -0.16 -0.63 -0.14
C 0.30 -1.03 -0.21 -0.20
C -0.95 0.28 0.97 -0.65
C -1.60 0.76 -0.25 0.38
O -1.46 0.17 -1.30 -0.56
H 1.13 0.84 0.92 0.47
H 2.25 -0.79 -1.01 0.20
H 1.12 0.49 -1.47 0.18
H 0.47 -1.67 0.64 0.19
H -0.14 -1.59 -1.06 0.23
H -1.37 -0.62 1.38 0.25
H -0.95 1.05 1.80 0.23
H -2.18 1.70 -0.25 0.13
```

Entry 9:
The following is a DFT calculation (wB97M-V/def2-TZVPD) of a 2-piece molecular cluster, C4H8O2 overall.

Its energy above the lowest of the compared OMol25 structures with the same formula, charge and spin is 88.25 kJ/mol. The HOMO energy is -10.155 eV. As for the HOMO-LUMO gap: 11.11 eV. As for the total charge: 0. The electronic energy is -307.67882 hartree.

Geometry as XYZ:
```
14
Properties=species:S:1:pos:R:3:nbo_charge:R:1
C 2.81 0.02 0.08 -0.72
C 1.32 0.23 -0.02 0.80
O 0.78 1.29 -0.27 -0.61
O 0.64 -0.91 0.18 -0.70
H 3.32 0.98 0.01 0.24
H 3.14 -0.64 -0.73 0.24
H 3.05 -0.47 1.03 0.24
H -0.31 -0.69 0.11 0.51
C -2.75 -0.54 0.15 -0.42
C -2.18 0.59 -0.27 -0.39
H -3.00 -0.70 1.19 0.20
H -2.99 -1.34 -0.54 0.20
H -1.92 0.76 -1.31 0.21
H -1.92 1.40 0.41 0.21
```